{"formula": "C2H3N3", "method": "ωB97M-V/def2-TZVPD", "homo_energy_ev": [-9.61, -9.49], "homo_lumo_gap_ev": [8.0801, 7.8694], "charge": 0, "relative_energy_ev": 4.915, "lumo_ev": [-1.53, -1.62], "symbols": ["H", "H", "C", "C", "N", "N", "H", "N"], "positions_angstrom": [[1.08067, -0.68503, -1.63183], [2.00862, 0.41472, -0.50943], [1.14163, 0.13639, -0.92832], [-2.10391, -0.41779, 1.61829], [0.12991, 0.03163, 0.08322], [-2.88274, -1.23098, 1.85449], [0.93031, 1.02899, -1.40089], [-0.30449, 0.72208, 0.91448]], "forces_ev_per_a": [[0.38, -0.15, 0.36], [3.63, -0.16, 1.73], [-2.40, -1.02, -0.88], [1.65, 1.34, -0.37], [-1.83, 1.58, 2.63], [-0.62, -0.60, 0.16], [-0.96, 1.85, -1.64], [0.15, -2.83, -1.99]]}

{"formula": "C5H8O2", "method": "ωB97M-V/def2-TZVPD", "homo_energy_ev": -8.26, "homo_lumo_gap_ev": 9.0597, "charge": 0, "relative_energy_ev": 5.425, "lumo_ev": 0.80, "symbols": ["C", "C", "H", "H", "C", "H", "H", "C", "H", "O", "H", "H", "H", "C", "O"], "positions_angstrom": [[1.08770, -0.24501, -0.66048], [-1.49823, -0.90541, -0.46199], [-1.30695, -1.93857, -0.76333], [2.10233, 1.82986, -0.13868], [1.22665, 1.22237, -0.34172], [0.40806, -0.56079, 2.17909], [-0.41831, 1.74947, 1.24062], [-0.23609, -0.22930, -0.05154], [1.29867, -0.68450, -1.63401], [0.29526, -1.15582, 1.41721], [-2.24976, -0.89595, 0.33126], [1.16537, -1.00754, 0.70652], [-1.88929, -0.35779, -1.32675], [-0.05929, 1.22838, 0.35752], [0.07388, 1.95058, -0.85372]], "forces_ev_per_a": [[-0.13, 0.07, -0.34], [0.00, -0.01, 0.04], [-0.01, 0.14, 0.03], [-0.15, -0.09, -0.05], [0.42, 0.03, 0.11], [-0.04, -0.16, -0.12], [0.05, -0.08, -0.13], [-0.03, -0.09, -0.19], [-0.02, 0.05, 0.15], [0.17, 0.14, 0.20], [0.11, 0.01, -0.10], [-0.16, -0.03, 0.14], [0.05, -0.06, 0.09], [-0.20, 0.03, 0.32], [-0.06, 0.04, -0.16]]}

{"formula": "C29H29N2O3S2Sn", "method": "ωB97M-V/def2-TZVPD", "homo_energy_ev": [-11.71, -11.77], "homo_lumo_gap_ev": [6.0499, 5.6092], "charge": 1, "lumo_ev": [-5.66, -6.16], "symbols": ["C", "H", "C", "H", "H", "C", "C", "C", "C", "H", "C", "H", "C", "C", "H", "H", "C", "H", "H", "C", "O", "N", "H", "H", "C", "H", "H", "H", "H", "S", "C", "H", "C", "C", "H", "Sn", "H", "C", "H", "C", "S", "H", "H", "H", "H", "C", "H", "C", "C", "C", "C", "O", "C", "H", "C", "H", "O", "N", "C", "H", "C", "H", "C", "H", "C", "C"], "positions_angstrom": [[-0.74475, 1.40609, 3.21196], [-0.14166, -2.09695, -3.64046], [-2.59923, -0.63707, 5.84745], [0.27088, -3.28496, -1.41539], [-0.41518, 0.10390, -2.71393], [-0.28961, -2.66689, -0.70656], [-2.45175, 0.15787, 4.71243], [-1.39819, -1.86834, -1.04956], [-3.40861, -1.66924, -2.47430], [2.46793, -1.68586, -0.66360], [0.97911, 1.83025, -4.61011], [-1.67072, -2.00172, -4.52759], [-1.19409, 0.67230, 4.39205], [-2.21889, 1.06587, -3.43402], [-3.58255, -1.04364, 6.10488], [2.24766, -0.43194, 1.72230], [-1.50807, 0.00051, -2.60122], [2.02615, 3.51873, -3.76284], [-2.87593, -0.74676, 0.27509], [-1.88890, -1.51100, -2.44617], [2.00668, 1.97968, 5.21982], [0.56782, 1.50829, 3.11122], [-1.59460, -1.56809, 7.50440], [-0.37709, 2.50957, -3.09723], [2.36287, 0.13442, -5.66060], [-3.79781, -1.44741, -3.47967], [0.17488, 0.08923, -5.57338], [0.72309, -3.00164, 1.27578], [2.20787, 0.13032, -2.59195], [1.39124, 0.93623, 4.44655], [2.06883, 0.00677, 0.74226], [-3.88737, -0.99442, -1.74990], [-0.19726, -0.47051, 6.30049], [2.22388, -0.64207, -0.49773], [1.63072, 2.11226, 1.28322], [-0.79994, 1.34710, -0.04671], [-3.64737, -2.71154, -2.20471], [1.73640, 1.57297, -0.93365], [1.57217, 2.50086, -1.46730], [2.13136, 2.56907, -4.29088], [-1.85598, 2.04643, 2.08707], [-2.11854, 1.92256, -5.28881], [-3.29524, 0.39497, 4.05789], [-1.89622, 0.34225, -1.59442], [0.70556, -0.73376, 6.85268], [-1.22111, -2.30383, -3.56746], [-1.21718, -1.46223, 2.29462], [-0.37683, 2.34949, -4.19904], [-1.93467, -1.29384, 0.17356], [3.51040, 0.85644, -5.30128], [2.03908, 0.31541, -1.53299], [2.18496, -0.22762, 4.12059], [3.39622, 2.06871, -4.60738], [4.29265, 2.62001, -4.31281], [-0.07416, -2.53944, 0.70324], [-0.55678, 3.32580, -4.66956], [-3.22075, 1.59780, -2.94265], [-1.51298, 1.47397, -4.58719], [-1.47691, -0.92888, 6.63717], [-1.37804, -3.38410, -3.41344], [-1.08288, -1.70780, 1.24239], [2.43203, -0.81022, -6.21118], [1.09419, 0.62946, -5.31608], [4.49437, 0.48630, -5.59384], [1.71677, 1.37094, 0.50408], [-0.09319, 0.35066, 5.18980]], "forces_ev_per_a": [[2.82, -0.33, 0.63], [-0.30, -0.11, 0.15], [0.35, 0.06, 0.07], [-0.10, 0.43, 0.46], [-0.32, -0.05, 0.26], [-0.01, -0.05, 0.85], [-0.10, 0.44, -0.38], [0.78, -0.60, -0.61], [-0.19, -0.28, 0.04], [0.04, 0.24, 0.11], [0.39, -0.22, -0.34], [0.13, -0.22, 0.32], [-0.04, -0.81, 1.14], [-1.16, 0.29, 0.85], [0.46, 0.18, -0.06], [-0.18, 0.17, -0.15], [-0.76, 0.29, 1.37], [0.09, -0.16, -0.13], [0.31, -0.30, 0.03], [0.15, 0.42, -0.54], [-0.49, -0.26, -0.93], [-1.13, 0.83, -0.40], [-0.01, 0.06, -0.03], [-0.11, 0.04, -0.55], [-0.13, 0.34, 0.17], [0.06, -0.09, 0.38], [0.51, 0.19, 0.06], [-0.14, 0.04, -0.11], [-0.27, 0.11, 0.21], [-0.29, -0.73, 1.10], [-0.83, 1.98, 0.94], [0.02, -0.22, -0.31], [-0.15, 0.37, -0.24], [0.14, 0.94, -2.44], [0.16, 0.10, -0.16], [0.72, 0.22, 1.14], [-0.13, 0.39, -0.19], [0.57, -1.14, -0.60], [0.20, -0.01, 0.09], [-0.08, -0.50, 0.07], [-0.69, 0.31, -0.43], [0.28, -0.11, 0.77], [0.18, -0.15, 0.30], [0.63, -0.28, -1.32], [-0.40, -0.01, 0.03], [-0.03, -0.29, -0.06], [0.02, -0.08, -0.27], [0.00, 0.14, -0.14], [1.07, 0.46, 1.90], [-0.25, -0.14, -0.13], [0.35, -0.74, 0.55], [-0.30, 0.67, -0.55], [-0.25, -0.07, -0.09], [-0.31, -0.16, -0.19], [0.51, -1.03, -2.10], [0.11, -0.12, 0.31], [1.41, -0.95, -1.59], [-0.81, 0.24, 0.02], [-0.05, -0.16, -0.13], [0.09, 0.34, -0.22], [-2.09, 1.60, -0.84], [0.10, 0.43, 0.21], [0.25, -0.07, 0.19], [-0.28, 0.08, 0.18], [0.05, -1.45, 0.76], [-0.59, -0.54, 0.55]]}

{"formula": "C33H26ClGaN2O2PSSbSe4", "method": "ωB97M-V/def2-TZVPD", "homo_energy_ev": -2.20, "homo_lumo_gap_ev": 6.1611, "charge": -2, "relative_energy_ev": 0.000, "lumo_ev": 3.96, "symbols": ["C", "C", "C", "H", "C", "C", "S", "H", "C", "H", "C", "C", "C", "H", "H", "N", "C", "C", "H", "C", "C", "Se", "O", "H", "Se", "O", "H", "C", "C", "C", "H", "H", "H", "Se", "N", "C", "C", "H", "H", "H", "Se", "C", "C", "H", "C", "H", "H", "C", "Sb", "H", "H", "C", "C", "H", "H", "Cl", "C", "H", "H", "C", "H", "P", "C", "C", "H", "C", "C", "H", "C", "Ga", "C", "C"], "positions_angstrom": [[-1.72097, 3.07102, -3.84783], [2.62072, -0.72651, -1.21886], [2.83371, 0.78652, 3.52315], [3.34526, 0.46346, 5.57908], [5.00486, -1.61563, -0.10522], [4.57393, -2.14788, -1.31006], [-0.91426, -2.97417, 3.33123], [4.22881, 3.97555, -2.57552], [4.64651, 1.89613, 4.64722], [5.23195, 2.07132, 5.54215], [-3.32922, 4.88946, -3.63564], [-0.15497, -1.80418, 2.22375], [4.25189, -0.64054, 0.53310], [-1.63821, 4.59634, -2.35853], [-4.19030, 2.83649, -6.18130], [-0.81035, -0.68281, 1.93066], [3.13290, 1.45239, 2.33404], [-0.53837, 2.34921, -3.31428], [5.76661, 3.28459, 3.45349], [3.58978, 0.99722, 4.66876], [2.96258, -5.13838, 2.73450], [-4.26698, -0.32628, 1.90533], [1.15731, -0.55656, -3.08645], [3.38071, -3.44158, 1.46372], [-5.81122, 2.34529, -0.84639], [0.51958, 0.32070, -1.12754], [0.08176, -5.64901, 4.46363], [3.05209, -0.17170, -0.00467], [-2.18330, 4.23614, -3.22275], [0.80569, -5.16814, 3.81721], [1.17195, 5.77864, -0.17900], [-0.39956, -0.07578, 1.22961], [-1.82450, -0.63200, 2.03456], [-1.83546, 2.43713, 0.17633], [1.04058, -2.12153, 1.81769], [2.36964, 2.60137, -0.09112], [1.44483, -3.31688, 2.36494], [4.43836, 2.88554, 1.41519], [2.00553, 0.08839, 3.53775], [3.91843, -5.61420, 2.54886], [-2.91393, -0.34445, -1.95246], [0.52161, -3.95200, 3.21736], [2.03819, -5.75973, 3.57389], [5.15270, -2.91251, -1.81403], [1.60375, 3.72258, 0.22943], [-0.05195, 1.72036, -4.05713], [3.91709, 1.85225, -1.38042], [4.94577, 2.57717, 3.47447], [-3.94609, 1.03515, -0.07899], [-3.67051, 5.76369, -3.09580], [0.84187, 3.64407, 0.99738], [-4.06195, 4.40096, -4.70901], [2.67673, -3.92614, 2.12757], [0.19049, 3.05196, -2.90564], [-4.97684, 4.88743, -5.02212], [-1.99929, 1.16165, -5.77247], [3.49813, 3.91339, -1.77805], [2.27870, -6.70896, 4.03662], [2.87006, 5.95688, -1.97805], [2.74004, 5.02528, -1.44092], [4.61027, -0.24272, 1.47207], [2.03075, 1.08332, 0.89322], [4.19679, 2.35352, 2.32772], [-2.48316, 2.61165, -4.92206], [5.92878, -1.95812, 0.34718], [-3.63183, 3.25528, -5.35480], [1.32344, -0.33640, -1.89775], [3.01320, -2.07797, -2.79898], [3.38696, -1.69365, -1.85930], [-1.08460, 1.19329, -1.77362], [3.31442, 2.71044, -1.10821], [1.78927, 4.92611, -0.43419]], "forces_ev_per_a": [[0.00, 0.00, 0.01], [-0.10, -0.21, 0.06], [0.07, -0.01, -0.03], [0.00, 0.00, 0.00], [-0.01, 0.00, 0.02], [0.00, 0.00, -0.02], [-0.01, 0.00, -0.04], [0.01, 0.00, 0.00], [0.01, 0.01, 0.01], [0.00, 0.00, 0.00], [0.00, 0.00, 0.00], [-0.16, -0.04, 0.06], [0.02, 0.06, -0.04], [0.00, 0.00, 0.01], [0.00, 0.00, 0.00], [0.12, -0.08, -0.14], [0.08, -0.01, -0.03], [0.01, 0.00, -0.04], [0.00, 0.00, -0.01], [-0.03, -0.02, -0.02], [0.00, 0.00, -0.01], [-0.02, -0.01, 0.02], [-0.14, -0.26, 0.11], [0.02, 0.02, -0.01], [0.00, 0.01, 0.00], [-0.14, -0.07, 0.10], [0.00, 0.00, 0.00], [0.01, -0.01, 0.06], [-0.01, -0.01, 0.00], [0.00, 0.01, 0.01], [0.00, 0.00, 0.00], [0.01, 0.01, 0.05], [-0.08, 0.06, 0.03], [0.10, 0.00, -0.02], [0.11, 0.11, 0.03], [-0.09, -0.05, -0.05], [0.01, 0.02, -0.02], [0.01, 0.01, 0.01], [-0.06, -0.03, 0.00], [0.00, 0.00, 0.00], [0.06, -0.01, -0.05], [0.01, 0.00, -0.01], [0.01, -0.01, 0.01], [0.00, 0.00, 0.00], [-0.03, 0.01, 0.02], [0.00, 0.00, 0.02], [-0.02, -0.02, -0.01], [0.01, 0.00, 0.01], [-0.05, -0.02, 0.00], [0.00, 0.00, 0.00], [-0.01, -0.01, -0.02], [0.00, 0.00, 0.00], [-0.03, -0.03, 0.01], [0.04, 0.05, 0.01], [0.00, 0.00, 0.00], [-0.01, 0.00, 0.00], [-0.01, 0.00, -0.03], [0.00, 0.00, 0.00], [0.01, 0.01, 0.01], [-0.03, -0.02, -0.03], [0.01, 0.01, 0.02], [0.06, -0.01, 0.13], [-0.01, 0.00, 0.02], [0.01, 0.00, -0.01], [-0.01, 0.00, 0.00], [0.00, -0.01, 0.00], [0.44, 0.59, -0.27], [0.00, -0.01, -0.01], [-0.03, 0.01, 0.00], [-0.16, -0.01, 0.04], [0.03, -0.03, 0.02], [-0.01, -0.01, 0.00]]}